Record 1
DFT (wB97M-V/def2-TZVPD) results for C38H42N4ORbSSbSe as an isolated structure at a distorted geometry.

Calculated values
- gap between HOMO and LUMO (eV) = 5.51
- E_HOMO (hartree) = -0.2106
- energy above the lowest of the compared OMol25 structures with the same formula, charge and spin (kcal per mole) = 0.0

```
89
Properties=species:S:1:pos:R:3:forces:R:3
Rb 15.123683 11.395364 11.952557 -0.627 -0.135 0.211
C 12.798838 8.793263 9.716829 0.498 -0.505 -1.015
C 12.684911 8.360716 11.156624 -0.335 0.597 0.635
C 12.476499 6.999437 11.522847 -0.960 -0.389 -2.504
C 12.260442 6.655163 12.810561 0.120 -0.519 0.616
C 12.262252 7.652994 13.794486 0.532 1.262 -0.152
C 12.243032 7.325626 15.164467 -0.012 1.144 1.231
C 12.310241 8.361462 16.107375 0.638 -0.738 -0.482
C 12.306665 9.730298 15.689197 0.019 -2.362 -0.372
C 12.401585 10.145420 14.361110 -0.429 -2.900 0.324
S 12.364669 11.792666 14.109942 0.503 2.049 -1.281
C 12.434802 9.036063 13.345381 0.067 0.229 1.716
N 12.654606 9.357277 12.057142 0.249 -1.235 -0.751
H 13.736425 9.323702 9.439636 -0.306 -0.414 0.578
H 12.030105 9.555936 9.510012 0.004 -0.581 -0.090
H 12.749436 7.895729 9.027885 -0.286 1.092 0.669
H 12.239579 6.229449 10.710344 0.917 1.161 1.088
H 12.133435 5.595352 13.091292 -0.075 0.663 -0.093
H 12.208540 6.278139 15.461921 0.076 0.234 -0.031
H 12.533599 8.086280 17.176425 -0.799 0.478 -1.085
H 12.145162 10.464546 16.425108 0.218 0.896 0.802
C 16.300803 12.693930 8.024834 -0.224 0.584 2.055
C 14.913163 12.091527 8.161212 -0.173 -1.113 2.148
N 14.147178 11.910357 7.091403 -0.301 0.164 0.160
O 14.464075 11.691564 9.260624 0.987 1.068 -1.060
H 16.777836 12.441107 7.101638 0.158 0.296 -0.745
H 16.925122 12.235898 8.840727 -0.612 0.525 -0.716
H 16.226430 13.815189 8.245989 0.227 -1.523 -0.634
H 14.493022 12.021773 6.173220 -0.010 0.191 -0.820
H 13.225640 11.559145 7.306774 0.025 -0.087 -0.424
C 19.432953 13.950326 12.380946 1.398 0.386 0.107
N 18.549701 13.669015 13.482296 -0.795 -0.833 -0.745
C 17.923088 14.625914 14.222836 0.503 0.877 1.783
C 17.198342 13.952746 15.161025 -0.811 1.214 -0.381
N 17.180962 12.611232 14.801165 0.404 0.166 0.868
C 16.477015 11.544574 15.533235 0.038 0.137 -0.765
C 18.061244 12.414587 13.792230 0.226 1.223 -0.393
Se 18.518000 10.905250 12.862408 -0.105 -0.410 -0.048
H 18.929949 13.823876 11.393722 0.175 0.754 0.681
H 20.170199 13.114333 12.369412 -0.094 0.914 0.101
H 19.918891 14.992483 12.637647 -0.903 -2.142 -1.106
H 18.195864 15.717125 14.186328 -0.390 -1.569 -0.051
H 16.681416 14.416664 16.009088 0.006 -0.746 -0.526
H 16.710879 11.602172 16.587400 0.646 -0.443 0.115
H 16.712509 10.609698 14.993949 0.060 0.287 0.800
H 15.410269 11.702042 15.510837 -0.542 0.196 -0.475
C 11.407020 15.469220 13.440365 -0.734 -0.603 -0.780
C 11.140026 16.831043 12.853178 0.119 -0.189 0.111
C 10.978870 17.903023 13.707916 0.793 0.103 -0.569
C 11.118951 19.212533 13.233842 -0.938 0.388 0.514
C 11.274442 19.513450 11.894369 0.006 -2.551 0.180
C 11.269928 18.384084 11.053616 -0.261 1.861 -1.675
C 11.150832 17.087928 11.485508 0.166 -0.800 -0.360
Sb 11.500893 15.441005 10.141386 -0.398 -0.549 -0.549
C 11.257771 16.498863 8.273370 1.624 -0.333 -1.788
C 12.393462 16.293897 7.405852 -0.091 -0.636 1.795
C 12.592742 16.876524 6.169871 -0.371 0.616 0.113
C 11.625969 17.817145 5.808010 -0.585 0.087 -0.494
C 10.403582 17.914418 6.515023 1.333 0.308 -1.281
C 10.227336 17.258459 7.717358 -0.536 -0.283 0.858
C 8.909681 17.465617 8.399842 -1.348 0.142 -0.345
C 9.622127 14.219252 10.013091 0.330 1.817 0.699
C 8.469137 14.780957 10.581770 0.107 1.478 0.566
C 7.227815 14.160176 10.526727 -0.130 0.728 0.514
C 7.151622 12.908828 9.900915 -0.386 -0.333 0.130
C 8.295936 12.308568 9.410123 2.176 1.956 0.373
C 9.575204 12.980210 9.420440 -0.538 -1.234 0.005
C 10.874937 12.311982 8.910145 0.054 0.680 2.176
H 11.602960 15.603627 14.519435 -0.443 -0.649 -0.485
H 12.314427 15.030731 12.979859 -0.308 0.209 0.290
H 10.569457 14.747396 13.154056 0.985 0.721 0.926
H 10.888053 17.595083 14.733353 -0.074 0.723 0.553
H 10.960947 20.026459 13.906929 0.192 0.405 0.604
H 11.374491 20.485508 11.468376 0.013 0.557 0.086
H 11.315535 18.641523 9.975698 0.036 -0.599 0.553
H 13.203296 15.685660 7.828076 -0.246 -0.011 -0.303
H 13.480613 16.643979 5.547811 -0.641 0.416 0.593
H 11.825041 18.494089 4.969177 -0.349 -0.478 0.058
H 9.584892 18.511234 6.082022 0.555 -0.128 0.405
H 8.526072 18.438729 7.984601 -0.086 -0.951 0.693
H 8.998487 17.551913 9.499682 -0.072 -0.133 -0.583
H 8.153438 16.638478 8.142207 1.118 1.142 0.463
H 8.547998 15.811459 11.088095 -0.159 -1.718 -0.753
H 6.399184 14.716029 11.048860 0.606 -1.066 -0.895
H 6.220165 12.338791 9.808243 0.242 0.398 0.265
H 8.351321 11.311816 9.095345 -0.520 -1.323 -0.694
H 10.681917 11.428530 8.335438 -0.130 -0.605 -0.192
H 11.568232 12.088408 9.810698 -1.141 0.085 -1.402
H 11.423967 13.016942 8.299257 0.124 0.209 -0.315
```
Forces are in eV/Å.

Here are the Mulliken charges for atoms 1 to 5, given in e:
1. Rb 0.781
2. C -0.587
3. C 0.697
4. C -0.785
5. C -0.614

***

Record 2
DFT (wB97M-V/def2-TZVPD) results for a 2-piece molecular cluster, C2H2IN overall at a distorted geometry.

Calculated values
- gap between HOMO and LUMO (spin up / spin down) (eV) = 7.54 / 9.12
- E_HOMO (spin up / spin down) (hartree) = -0.2931 / -0.3476
- energy above the lowest of the compared OMol25 structures with the same formula, charge and spin (kcal per mole) = 132.4

```
6
Properties=species:S:1:pos:R:3:forces:R:3
C 0.692802 0.323331 -0.723098 1.425 -0.094 -0.751
C -0.150686 0.028631 0.270460 -2.708 -2.342 1.332
N -0.434774 0.870205 -0.859178 -0.729 1.109 -0.233
I -0.162551 0.228540 2.306817 0.059 0.447 0.539
H 1.655290 0.244703 -1.127317 1.047 0.049 -0.851
H -1.600080 -1.695410 0.132316 0.905 0.831 -0.035
```
Forces are in eV/Å.

Here are the natural (NBO) charges for atoms 1 to 5, given in e:
1. C 0.032
2. C -0.138
3. N -0.260
4. I 0.206
5. H 0.218

***

Record 3
DFT (wB97M-V/def2-TZVPD) results for a 5-piece molecular cluster, C49H62N3O11PS3 overall at a distorted geometry.

Calculated values
- structure (SMILES) = CCCOCC1=C(N)C(=O)c2c(c(S)c(CCCSC(=S)N(c3ccccc3)c3ccccc3)c(N)c2P(C)CC)C1=O.O=C1CCCO1.O=C1CCCO1.O=C1CCCO1.O=C1CCCO1
- gap between HOMO and LUMO (eV) = 7.47
- E_HOMO (hartree) = -0.2941

```
129
Properties=species:S:1:pos:R:3:forces:R:3
C 6.186578 8.928610 5.117357 -0.229 0.070 0.070
C 5.893111 7.852083 6.155503 0.190 0.194 -0.154
C 6.862434 6.689126 6.092276 -0.020 -0.041 0.224
O 6.318297 5.514452 6.671887 0.267 -0.012 0.270
C 5.957904 4.488462 5.788621 0.012 0.089 0.024
C 4.529365 4.565865 5.350220 0.170 0.216 -0.872
C 4.084161 5.270431 4.309455 0.439 -0.228 0.098
N 4.897289 6.061028 3.462647 0.495 0.100 0.326
C 2.623966 5.287800 4.069551 0.274 -0.518 0.353
O 2.073322 6.303860 3.761075 -0.657 1.242 -0.473
C 1.915717 4.015472 4.276686 -0.645 -0.873 -0.113
C 2.368273 3.272775 5.370926 -0.600 -0.503 -0.321
C 1.748765 2.057026 5.695696 -0.310 0.238 -0.600
S 2.337975 1.067133 7.052599 0.120 0.018 0.404
C 0.639482 1.617370 4.942794 0.546 0.421 -0.401
C -0.075162 0.343220 5.299953 -0.400 0.094 -0.392
C -0.120007 -0.819477 4.283652 0.331 0.020 0.206
C 1.080414 -0.930720 3.364176 -0.113 -0.380 -0.190
S 0.896571 -2.370933 2.267650 -0.089 -0.138 0.347
C 0.318321 -1.643918 0.759198 0.108 -0.341 -0.126
S 1.209603 -0.542919 -0.046381 0.021 0.295 -0.056
N -0.822548 -2.256648 0.287352 -0.303 1.285 0.027
C -1.917742 -2.453379 1.221063 -0.112 -0.642 0.219
C -2.843834 -1.448559 1.495297 -0.080 -0.450 0.314
C -3.920189 -1.708644 2.345379 0.393 -0.507 -0.197
C -4.084159 -2.970700 2.923850 0.546 0.428 -0.496
C -3.134655 -3.956893 2.667927 0.156 0.334 -0.262
C -2.052022 -3.701010 1.824131 -0.732 0.401 0.063
C -1.245935 -1.928399 -1.064271 -0.048 -0.553 -0.593
C -1.791313 -0.698484 -1.431886 -0.007 -0.365 -0.667
C -2.210148 -0.494116 -2.750674 0.160 -0.664 0.204
C -2.092365 -1.514381 -3.702466 0.322 -0.192 0.776
C -1.532204 -2.733245 -3.334095 0.048 0.288 0.768
C -1.110970 -2.943851 -2.013340 -0.385 0.697 -0.301
C 0.177985 2.403989 3.851176 0.283 0.341 0.444
N -0.977122 1.983632 3.161477 0.022 0.190 0.456
C 0.836318 3.604342 3.464081 0.297 -0.658 0.351
P 0.297850 4.664479 2.055841 -0.824 0.539 0.250
C 1.874461 5.128365 1.248374 0.043 0.092 0.195
C -0.406293 3.591716 0.729842 0.580 -0.232 -0.046
C -0.486162 4.375636 -0.574579 0.032 -0.320 0.119
C 3.514268 3.841566 6.131958 -0.377 0.012 -0.736
O 3.611538 3.769492 7.315707 0.204 -0.258 1.701
H 5.271332 9.435379 4.839013 -0.240 0.181 -0.113
H 6.845814 9.695771 5.498944 0.345 0.129 0.062
H 6.620446 8.518090 4.213521 0.113 -0.130 -0.223
H 4.879039 7.486580 6.051538 -0.208 -0.195 -0.086
H 5.970425 8.297944 7.138544 -0.238 0.045 0.354
H 7.189203 6.512478 5.072180 -0.078 -0.166 -0.284
H 7.744565 6.927598 6.677849 0.293 0.063 0.087
H 6.114139 3.553138 6.309468 -0.009 -0.239 0.240
H 6.585137 4.476636 4.903449 0.236 0.138 -0.229
H 4.910977 5.689948 2.523038 -0.076 0.021 -0.161
H 4.546336 7.008165 3.427994 -0.128 0.141 -0.135
H 3.269705 0.407848 6.363218 0.116 -0.130 -0.159
H 0.336771 -0.060967 6.205439 0.189 0.113 0.345
H -1.099652 0.624565 5.539634 -0.315 -0.088 0.135
H -1.037045 -0.861716 3.716148 -0.296 0.231 -0.327
H -0.111827 -1.724784 4.878715 -0.225 -0.301 0.140
H 1.964594 -1.160060 3.944110 0.367 0.241 0.107
H 1.250524 -0.071576 2.730883 0.126 0.293 -0.074
H -2.746532 -0.471861 1.061131 0.078 0.194 -0.129
H -4.635264 -0.925200 2.519785 -0.204 0.151 0.122
H -4.938538 -3.162740 3.546062 -0.157 -0.115 0.209
H -3.233061 -4.933929 3.106489 -0.037 -0.216 0.153
H -1.321619 -4.458742 1.615024 0.193 -0.236 -0.039
H -1.876046 0.103435 -0.724036 0.062 0.207 0.188
H -2.638722 0.448331 -3.041968 -0.038 0.262 -0.057
H -2.426312 -1.364528 -4.709671 -0.088 0.169 -0.245
H -1.424893 -3.532931 -4.045508 0.032 -0.133 -0.190
H -0.692573 -3.889161 -1.717021 0.135 -0.232 0.098
H -1.561495 1.410758 3.754499 0.054 -0.250 -0.042
H -1.539145 2.782646 2.905947 0.000 0.062 -0.264
H 2.707635 4.531735 1.597937 0.240 -0.279 -0.020
H 2.075728 6.159798 1.487229 0.150 0.292 -0.061
H 1.777625 5.030827 0.179760 0.056 -0.079 -0.221
H 0.206678 2.711721 0.577448 0.079 -0.403 -0.034
H -1.396723 3.250165 0.981937 -0.297 -0.028 0.206
H -1.145755 3.852613 -1.245698 -0.408 -0.085 -0.330
H -0.854171 5.382229 -0.422417 -0.074 0.304 -0.046
H 0.471479 4.398726 -1.073506 0.206 0.207 -0.144
O -3.333845 2.251067 -4.654096 -0.073 -0.001 0.074
C -3.751210 1.680241 -5.620336 0.102 0.113 -0.122
C -4.667307 2.211511 -6.708656 -0.173 -0.332 -0.003
C -5.150924 0.933066 -7.398276 0.075 0.142 0.149
C -3.976876 -0.009612 -7.160811 -0.108 -0.115 -0.147
O -3.414302 0.401905 -5.898060 -0.076 0.021 -0.024
H -4.074716 2.844024 -7.371058 0.006 0.046 0.010
H -5.466815 2.800622 -6.269744 0.070 0.136 0.009
H -5.394671 1.048794 -8.451308 0.067 0.023 -0.023
H -6.036406 0.555866 -6.885924 -0.014 -0.032 -0.011
H -3.204037 0.086957 -7.924613 0.010 0.019 -0.012
H -4.264536 -1.054833 -7.088330 0.079 -0.033 0.044
O -3.526624 -3.412064 -8.179510 -0.029 0.172 -0.022
C -2.811077 -4.300005 -7.816673 -0.124 -0.111 0.171
C -2.791486 -4.995159 -6.466727 0.373 -0.002 -0.083
C -1.438666 -5.709293 -6.476337 -0.122 0.101 -0.012
C -1.230074 -5.952069 -7.968259 0.045 -0.051 0.100
O -1.878672 -4.847654 -8.624613 0.081 -0.045 -0.065
H -3.630295 -5.691296 -6.429086 -0.047 0.025 0.062
H -2.897281 -4.268431 -5.666770 -0.190 -0.013 0.013
H -1.408157 -6.622904 -5.887298 -0.055 -0.039 -0.037
H -0.664285 -5.038608 -6.101567 0.041 0.000 -0.013
H -1.703121 -6.875675 -8.307888 -0.027 -0.009 0.016
H -0.185336 -5.960912 -8.266204 0.002 0.069 -0.057
O -4.724805 -5.903584 -3.202420 0.078 0.021 -0.078
C -4.733276 -6.315575 -2.081453 -0.099 0.105 0.084
C -4.603615 -5.533978 -0.784438 0.214 -0.280 0.100
C -4.274194 -6.626308 0.234499 0.014 0.123 -0.097
C -4.954203 -7.844640 -0.380751 0.005 0.065 0.069
O -4.886570 -7.633374 -1.801079 0.010 -0.102 0.032
H -5.558811 -5.048539 -0.579749 -0.006 0.050 -0.020
H -3.829717 -4.776551 -0.877612 -0.083 0.123 -0.049
H -4.608704 -6.412196 1.247013 -0.072 -0.005 -0.018
H -3.194858 -6.782772 0.261964 0.015 -0.019 0.027
H -6.004924 -7.921870 -0.093424 -0.014 0.027 0.000
H -4.458415 -8.783484 -0.148971 0.015 -0.031 -0.082
O 3.470845 -3.280196 -5.942154 -0.002 -0.085 -0.044
C 3.521056 -3.038244 -4.772737 0.110 0.120 0.004
C 4.738152 -3.039521 -3.862126 -0.211 -0.142 0.260
C 4.116458 -3.066680 -2.464576 0.040 0.006 -0.154
C 2.786488 -2.359611 -2.704469 0.070 -0.047 0.053
O 2.427041 -2.688513 -4.060213 -0.086 -0.018 0.080
H 5.301467 -2.124144 -4.048307 0.037 0.000 -0.032
H 5.366512 -3.898231 -4.078001 0.083 0.056 -0.116
H 4.716019 -2.590223 -1.692491 -0.008 0.062 -0.020
H 3.936744 -4.099275 -2.163097 -0.012 -0.011 0.021
H 2.871590 -1.274835 -2.622853 -0.005 0.011 -0.011
H 1.990524 -2.693778 -2.045208 -0.085 0.017 -0.068
```
Forces are in eV/Å.

Here are the Mulliken charges for atoms 1 to 5, given in e:
1. C -1.426
2. C -0.143
3. C -0.644
4. O -0.377
5. C -1.235